Record 1
# CsO4S

A molecular structure, CsO4S at a distorted geometry (the ωB97M-V functional and the def2-TZVPD basis, the Open Molecules 2025 dataset).

Its charge is -1. As for the multiplicity: 1. Its total energy is -19574.828 eV. The gap between HOMO and LUMO comes out at 4.6 eV.

XYZ file:
```
6
CsO4S (the ωB97M-V functional and the def2-TZVPD basis)
Cs -22.29841 8.94032 -4.60309
S -25.14169 9.24850 -6.64658
O -24.69838 9.29569 -8.05862
O -24.62808 7.96724 -6.02707
O -24.54030 10.41956 -5.89964
O -26.60660 9.29673 -6.50894
```

Record 2
# C4H3LiNdO

A molecular structure, C4H3LiNdO at a distorted geometry (the ωB97M-V functional and the def2-TZVPD basis, the Open Molecules 2025 dataset).

Its charge is +3. As for the multiplicity: 4. Its total energy is -21689.924 eV. The gap between HOMO and LUMO (spin up / spin down) comes out at 6.2 / 7.4 eV.

XYZ file:
```
10
C4H3LiNdO (the ωB97M-V functional and the def2-TZVPD basis)
C 0.39269 0.31351 2.67061
C 1.03654 -0.53692 3.28074
H 1.52847 -1.29430 3.87598
Nd -0.73072 1.78836 0.76129
O 2.60714 3.39420 2.18571
C 2.17658 3.30868 1.12212
C 1.58891 3.00615 -0.04378
Li 1.79698 2.17316 3.83471
H 1.23758 3.93438 -0.53759
H 2.06180 2.21882 -0.64302
```